A 17-piece molecular cluster, C68H187N17O17 overall in a non-equilibrium geometry. Source: the OMol25 dataset; level of theory: ωB97M-V/def2-TZVPD.

The net charge is 0. The spin multiplicity is 1. Its relative energy (zero: lowest compared OMol25 entry of this formula, charge and spin) is 546.7 kJ/mol. As for the LUMO energy: 0.414 eV. For the HOMO-LUMO gap, the calculation gives 8.6 eV.

```
289
C68H187N17O17 | the OMol25 dataset | ωB97M-V/def2-TZVPD
C 2.12086 0.64657 -7.65759
C 1.56189 1.72450 -6.62543
C 1.61494 1.22099 -5.19533
O 1.05556 -0.07499 -5.10171
C 0.70886 -0.39697 -3.74052
N 2.32332 2.90112 -6.74518
H 1.89043 1.05933 -8.63975
H 1.67798 -0.34918 -7.63656
H 3.20051 0.49677 -7.66284
H 0.52161 1.93003 -6.87772
H 1.12031 1.93623 -4.53815
H 2.67017 1.17175 -4.92671
H 0.01757 0.32333 -3.30305
H 1.60192 -0.49636 -3.12354
H 0.14992 -1.33276 -3.74188
H 2.26396 3.32255 -7.66115
H 3.27305 2.60689 -6.56763
C 3.35929 4.41849 0.73654
C 3.01158 5.84613 0.90827
C 3.80456 6.62117 1.93143
O 3.39989 6.23193 3.28713
C 4.01618 6.95173 4.28916
N 3.17296 6.54599 -0.35308
H 4.44248 4.35424 0.63323
H 2.97216 4.09716 -0.23040
H 2.94318 3.74250 1.48353
H 1.94028 5.83903 1.10923
H 3.56614 7.67324 1.77518
H 4.87297 6.46121 1.78647
H 5.03074 7.26367 4.04124
H 4.00259 6.36061 5.20487
H 3.48357 7.86417 4.55721
H 2.83214 7.49279 -0.26640
H 2.52676 6.19793 -1.04690
C 2.88442 -7.48326 -2.20592
C 2.96611 -6.29712 -3.13973
C 3.11303 -4.99945 -2.33114
O 3.01815 -3.79761 -3.19908
C 3.45274 -2.57364 -2.58536
N 4.15678 -6.61412 -3.97264
H 3.63560 -7.60045 -1.42484
H 2.90067 -8.45911 -2.69126
H 1.91295 -7.33813 -1.73339
H 2.03715 -6.26513 -3.70904
H 4.07303 -4.93688 -1.81870
H 2.38153 -4.84078 -1.53879
H 4.52492 -2.56488 -2.38930
H 2.81672 -2.25410 -1.75984
H 3.43287 -1.80894 -3.36185
H 4.03667 -7.44796 -4.52976
H 4.40660 -5.83754 -4.56813
C 2.88436 4.89942 -3.31193
C 1.79211 5.96195 -3.45159
C 0.88230 5.73970 -4.63725
O -0.07726 6.84356 -4.50930
C -1.34730 6.64308 -5.09594
N 0.97913 5.75105 -2.22410
H 2.44696 3.98133 -2.91962
H 3.58400 5.21348 -2.53735
H 3.47716 4.60694 -4.17862
H 2.13176 6.99396 -3.53938
H 0.43688 4.74889 -4.54778
H 1.31971 5.83498 -5.63107
H -1.76907 5.66595 -4.86049
H -1.16897 6.70642 -6.16939
H -2.03521 7.41983 -4.76197
H 0.79714 4.76465 -2.10580
H 0.10196 6.15298 -2.52264
C 6.33718 4.24588 -1.67550
C 7.24190 3.45232 -2.64852
C 6.41078 2.74731 -3.69765
O 6.15016 1.47688 -3.15676
C 4.99892 0.86830 -3.70118
N 8.09927 4.42443 -3.28099
H 5.44747 3.70155 -1.35895
H 5.84329 5.10889 -2.12202
H 6.93629 4.62695 -0.84848
H 7.76840 2.64013 -2.14729
H 6.91643 2.68455 -4.66124
H 5.50815 3.29409 -3.97037
H 5.08871 -0.20477 -3.53218
H 5.17107 0.86420 -4.77749
H 4.08203 1.26442 -3.26474
H 8.67111 4.90809 -2.60337
H 7.48995 5.21568 -3.43177
C 1.48160 -5.32595 1.16337
C 2.09237 -4.27879 2.08945
C 3.28678 -3.55262 1.45864
O 4.31110 -4.48715 1.20275
C 5.48883 -3.84200 0.71045
N 1.07516 -3.26205 2.47582
H 0.74206 -5.94599 1.67005
H 2.29930 -5.93863 0.78377
H 0.97280 -4.85225 0.32383
H 2.42149 -4.66172 3.05545
H 3.65348 -2.76236 2.11372
H 3.02603 -3.04857 0.52803
H 6.03722 -3.42506 1.55516
H 5.23460 -3.03044 0.02866
H 6.10646 -4.61725 0.25696
H 1.42913 -2.68686 3.22679
H 0.40619 -3.84023 2.96396
C 7.60893 3.44427 2.97590
C 6.09643 3.20138 2.82664
C 5.78429 1.87556 2.08866
O 6.45846 1.84316 0.83952
C 6.41854 0.56659 0.20422
N 5.39664 3.36312 4.14660
H 8.11984 3.54636 2.01849
H 8.07744 2.62487 3.52105
H 7.87067 4.37832 3.47304
H 5.75087 3.98003 2.14664
H 4.70993 1.76350 1.94280
H 6.09069 1.11597 2.80786
H 5.42803 0.11233 0.22918
H 7.01325 -0.18260 0.72683
H 6.68901 0.59487 -0.85131
H 4.44310 3.03931 4.06907
H 5.32830 4.35211 4.33977
C -0.31952 3.69904 0.44954
C -1.16466 3.41457 -0.74916
C -2.20350 4.52168 -1.03968
O -3.03605 4.21367 -2.16496
C -4.04852 5.08123 -2.52854
N -0.22943 3.23772 -1.86926
H 0.23236 4.62361 0.28016
H 0.46512 2.94465 0.50715
H -0.88154 3.60436 1.37866
H -1.57190 2.40989 -0.63566
H -1.75474 5.48472 -1.28315
H -2.87422 4.57692 -0.18225
H -4.46610 4.57219 -3.39722
H -3.68909 6.08604 -2.75050
H -4.77767 5.07439 -1.71836
H 0.25360 2.37813 -1.65046
H -0.72732 3.05616 -2.72905
C -6.14132 2.48737 -0.65142
C -5.51778 1.06201 -0.54783
C -5.89141 0.07641 -1.72809
O -7.26380 -0.28050 -1.58374
C -7.95013 -0.84597 -2.67338
N -4.11020 1.23336 -0.45416
H -7.22853 2.56261 -0.67205
H -5.74276 3.07755 -1.47660
H -5.74980 3.00751 0.22280
H -5.77073 0.42567 0.30023
H -5.21472 -0.77790 -1.74629
H -5.64087 0.63509 -2.62987
H -7.91684 -0.10408 -3.47124
H -8.98868 -1.05899 -2.42015
H -7.53918 -1.77788 -3.06169
H -3.89047 1.28092 0.53050
H -4.07511 2.23267 -0.59649
C -1.55794 -4.86391 -0.94610
C -1.57539 -3.95065 -2.15149
C -2.91044 -3.24176 -2.47598
O -3.88330 -4.19544 -2.81927
C -4.98613 -3.69341 -3.65770
N -0.53077 -2.95513 -1.90691
H -0.55607 -5.29296 -0.96275
H -2.28444 -5.67515 -0.99288
H -1.64360 -4.31314 -0.00940
H -1.32476 -4.52797 -3.04141
H -2.69308 -2.52812 -3.27070
H -3.36156 -2.61601 -1.70589
H -4.70554 -3.49419 -4.69196
H -5.47344 -2.84463 -3.17791
H -5.68506 -4.52884 -3.61700
H 0.29806 -3.44239 -1.59751
H -0.76634 -2.16749 -1.32020
C -1.80565 -1.62916 5.08267
C -1.27588 -2.70746 6.04735
C -2.28414 -3.70691 6.59757
O -3.07135 -3.23378 7.66323
C -3.94971 -4.23136 8.22944
N -0.14339 -3.37651 5.39350
H -2.65613 -1.16265 5.57982
H -2.18347 -2.13177 4.19232
H -0.95958 -0.97628 4.86817
H -0.96645 -2.17120 6.94445
H -1.80349 -4.60811 6.97825
H -2.92250 -4.01182 5.76833
H -3.40495 -4.81831 8.96891
H -4.46983 -4.83433 7.48512
H -4.80008 -3.80001 8.75756
H 0.15306 -4.13472 5.99126
H -0.47850 -3.95204 4.63420
C -5.42607 0.02122 4.49601
C -5.28440 1.54784 4.52090
C -4.90520 2.11043 3.06724
O -3.61885 1.66543 2.49430
C -2.53306 1.92064 3.30855
N -6.49861 2.15166 4.97108
H -6.18815 -0.24189 3.76245
H -5.65506 -0.31092 5.50860
H -4.52466 -0.49139 4.16015
H -4.53250 1.86836 5.24202
H -4.91969 3.20015 3.08675
H -5.72411 1.91916 2.37376
H -2.77034 1.63344 4.33291
H -2.24312 2.96967 3.36815
H -1.62875 1.40868 2.97957
H -7.27036 1.75035 4.45781
H -6.67783 1.98045 5.95019
C -7.82014 -5.97315 0.06358
C -6.82806 -5.19670 -0.92269
C -6.46615 -3.82552 -0.32836
O -5.46825 -3.79359 0.72791
C -5.16859 -2.55762 1.16278
N -5.54853 -5.83887 -0.83686
H -8.11150 -6.96670 -0.27709
H -8.75343 -5.41652 0.14874
H -7.35073 -6.12428 1.03565
H -7.21228 -5.27654 -1.93959
H -7.30458 -3.30680 0.13647
H -6.10879 -3.17621 -1.12760
H -6.10910 -2.19556 1.57806
H -4.74921 -1.98227 0.33742
H -4.39560 -2.54699 1.93119
H -5.21038 -5.48544 0.04680
H -4.89830 -5.35505 -1.43955
C 2.63663 -0.02759 6.30615
C 1.93923 0.03420 4.95195
C 2.57594 1.01188 3.97256
O 2.77135 2.33780 4.49213
C 1.57294 3.13939 4.56468
N 1.91276 -1.35827 4.51742
H 2.92574 0.95255 6.68541
H 3.47437 -0.72457 6.28323
H 1.96277 -0.46410 7.04336
H 0.92050 0.40016 5.07982
H 1.90492 1.04344 3.11417
H 3.43589 0.53379 3.50350
H 1.44348 3.61752 5.53562
H 0.65224 2.60208 4.33728
H 1.57364 3.93752 3.82232
H 1.11781 -1.84043 4.91200
H 2.74383 -1.83244 4.84080
C 1.02573 -8.28446 5.26948
C 0.58960 -6.81132 5.00298
C -0.70394 -6.71490 4.12789
O -0.94481 -5.35118 3.69805
C -2.13208 -5.23683 2.94439
N 0.42720 -6.09531 6.31468
H 0.20160 -8.95922 5.03793
H 1.51590 -8.35942 6.24016
H 1.78957 -8.56542 4.54443
H 1.39534 -6.35207 4.43028
H -1.49648 -7.05144 4.79625
H -0.71843 -7.43916 3.31343
H -2.23458 -4.19979 2.62476
H -3.02094 -5.57897 3.47446
H -2.12532 -5.76736 1.99224
H 1.31957 -6.10884 6.78755
H -0.14629 -6.73349 6.84751
C -1.70204 -1.21758 1.60869
C -1.13880 -0.35013 0.51646
C 0.43958 -0.30956 0.36764
O 0.82501 0.66692 -0.56688
C 2.25926 0.87476 -0.57689
N -1.73541 -0.62580 -0.73998
H -1.55022 -2.25361 1.30589
H -2.76571 -1.05419 1.78193
H -1.11874 -0.97751 2.49764
H -1.48137 0.65901 0.74534
H 0.77365 -1.29705 0.04925
H 0.90440 -0.09796 1.33059
H 2.81306 -0.05622 -0.69796
H 2.62768 1.34842 0.33307
H 2.50695 1.59539 -1.35627
H -1.18658 -0.02227 -1.33550
H -2.66279 -0.22689 -0.70960
C -4.28159 1.32262 -5.05487
C -2.81409 1.61163 -4.59136
C -2.26782 2.90609 -5.30092
O -2.00930 2.72267 -6.71866
C -1.57962 3.89012 -7.38883
N -2.80119 1.75083 -3.15976
H -5.02734 1.94574 -4.56123
H -4.56564 0.27378 -4.96920
H -4.45012 1.62169 -6.08941
H -2.09609 0.81414 -4.78258
H -1.29233 3.11483 -4.86165
H -2.83970 3.80422 -5.06765
H -2.22699 4.73591 -7.15725
H -1.44406 3.80974 -8.46738
H -0.63527 4.21550 -6.95246
H -3.45273 1.07810 -2.78155
H -3.18405 2.64922 -2.90203
```

These are the Mulliken partial charges, in e, on atoms 1 to 2:
1. C -1.65
2. C 0.07